No. 1
The following is a DFT calculation (ωB97M-V/def2-TZVPD) of a 2-piece molecular cluster, C5H10NP overall in a non-equilibrium geometry.

Positions of all 17 atoms, in Å:
C (-1.0175, 1.0520, -1.3254)
C (-1.4849, 0.4472, -0.2237)
C (1.2597, -1.3256, 1.3205)
C (-1.4125, 0.8645, 1.2183)
C (2.7763, -0.3767, -0.5311)
N (1.9475, -1.0433, 0.4142)
P (-1.6137, -1.3539, -0.5228)
H (-0.8028, 2.1380, -1.2977)
H (-0.9896, 0.5647, -2.3262)
H (-2.2893, 0.6111, 1.6655)
H (-1.3920, 1.9692, 1.4826)
H (-0.6811, 0.4345, 1.8255)
H (3.7222, 0.1559, -0.2038)
H (2.0451, 0.4351, -1.0493)
H (2.9288, -1.1731, -1.3629)
H (-0.6405, -1.7869, 0.3565)
H (-2.3557, -1.6127, 0.5597)

Computed properties:
energy relative to the best compared isomer or geometry (same formula, charge and spin) = 2.750 eV
calculated total energy = -16122.1593 eV
HOMO level = -9.29 eV
orbital gap = 9.99 eV

***

No. 2
The following is a DFT calculation (ωB97M-V/def2-TZVPD) of an isolated ion of composition C5H10NS and charge +1 in a non-equilibrium geometry.

Positions of all 17 atoms, in Å:
C (-1.0198, -0.6235, -0.1615)
C (-2.1572, -0.9219, -0.7971)
C (0.5082, -0.3220, -0.4012)
C (0.6326, 0.0879, 1.1084)
C (0.8508, 0.7935, -1.3266)
N (-0.8000, -0.3892, 1.4538)
S (1.8466, -0.8072, 2.2607)
H (-3.0815, -1.0307, -0.1981)
H (-2.3120, -0.8616, -1.8448)
H (1.0537, -1.1572, -0.5642)
H (0.7201, 1.1772, 1.2829)
H (0.1296, 1.6051, -1.2762)
H (0.7139, 0.3938, -2.3296)
H (1.8581, 1.2183, -1.2399)
H (-1.3518, 0.2677, 1.9151)
H (-0.8825, -1.2964, 1.9490)
H (2.1303, 0.1072, 3.1527)

Computed properties:
SMILES = C=C1[NH2+][C@@H](S)[C@@H]1C
total charge = +1
energy relative to the best compared isomer or geometry (same formula, charge and spin) = 2.594 eV
calculated total energy = -17663.7283 eV
HOMO level = -13.90 eV
orbital gap = 10.65 eV

***

No. 3
The following is a DFT calculation (ωB97M-V/def2-TZVPD) of C5H10NaO3 as an isolated structure in a non-equilibrium geometry.

Positions of all 19 atoms, in Å:
C (-2.9479, 1.3810, 0.0988)
O (-1.7631, 0.6760, -0.1344)
C (-1.8114, -0.7371, 0.2142)
C (-0.5687, -1.4397, -0.2382)
H (-2.7476, 2.4454, -0.0804)
H (-3.7410, 1.0454, -0.5929)
H (-3.3059, 1.2421, 1.1348)
H (-2.7136, -1.1232, -0.3009)
H (-2.0258, -0.7912, 1.2994)
H (0.1846, -2.0847, 0.2355)
H (-0.8790, -2.1711, -1.0055)
O (2.7869, 0.2371, -1.7076)
C (3.4552, -0.0382, -0.7004)
C (2.9187, 0.1842, 0.6655)
O (1.9146, 1.0933, 0.6643)
Na (0.4592, 0.8766, -1.0781)
H (4.5170, -0.3577, -0.7885)
H (3.8050, 0.4999, 1.2754)
H (2.4629, -0.9381, 1.0389)

Computed properties:
total charge = -1
energy relative to the best compared isomer or geometry (same formula, charge and spin) = 0.497 eV
calculated total energy = -15903.9508 eV
HOMO level = -2.10 eV
orbital gap = 4.51 eV

***

No. 4
The following is a DFT calculation (ωB97M-V/def2-TZVPD) of one molecule with the formula C5H10O.

Positions of all 16 atoms, in Å:
C (-1.3325, -1.2295, 0.0954)
C (-0.0640, -0.7814, -0.6348)
C (-0.0680, 0.7178, -0.9852)
C (0.6147, 1.3709, 0.2386)
C (1.0706, 0.1586, 1.0744)
O (1.0896, -0.9379, 0.1812)
H (-1.2584, -2.2843, 0.3805)
H (-2.2001, -1.0953, -0.5583)
H (-1.5172, -0.6474, 1.0065)
H (0.0894, -1.4152, -1.5152)
H (0.5196, 0.8880, -1.8920)
H (-1.0792, 1.0962, -1.1639)
H (-0.0715, 2.0031, 0.8091)
H (1.4598, 1.9941, -0.0689)
H (0.3483, -0.0354, 1.8803)
H (2.0656, 0.2562, 1.5129)

Computed properties:
SMILES = C[C@H]1CCCO1
energy relative to the best compared isomer or geometry (same formula, charge and spin) = 0.389 eV
calculated total energy = -7394.3766 eV
HOMO level = -9.70 eV
orbital gap = 10.79 eV